1.
Molecular formula: C13H52N26O13
Method: DFT, ωB97M-V/def2-TZVPD

Atoms and positions in Å:
C  3.17867  -0.18789  -2.54567
O  3.01371  -1.01428  -1.66196
N  2.34922  -0.09637  -3.48364
N  4.08810  0.74643  -2.58606
H  2.55917  0.71436  -4.04821
H  1.53722  -0.60848  -3.79749
H  4.79211  0.79732  -1.86365
H  4.20840  1.44573  -3.30481
C  -0.11077  0.11921  0.15494
O  -1.23571  0.16730  0.61124
N  0.18121  -0.49308  -0.98756
N  0.86625  0.62420  0.76853
H  -0.38722  -1.22952  -1.38081
H  1.17138  -0.64583  -1.11538
H  1.54671  0.92093  0.08368
H  0.61390  0.92765  1.69823
C  -5.19018  0.29380  -1.93463
O  -6.39270  0.63260  -2.00531
N  -4.55245  -0.86071  -2.19137
N  -4.44443  1.06862  -1.19950
H  -3.55321  -0.71515  -2.17052
H  -5.04101  -1.70222  -2.46206
H  -3.47047  0.81045  -1.12977
H  -4.74831  1.94840  -0.80739
C  5.03028  2.69861  0.31925
O  4.81531  1.63089  -0.12428
N  4.19143  3.61622  0.63804
N  6.19080  3.11060  0.63820
H  4.50876  4.55263  0.84429
H  3.24727  3.34322  0.40537
H  6.99468  2.55319  0.38687
H  6.27362  3.93848  1.21078
C  3.77339  0.80070  3.92887
O  3.07369  0.39812  4.87987
N  3.24710  0.83975  2.77575
N  5.00368  1.16333  3.95589
H  2.25669  0.64188  2.78170
H  3.71402  1.02401  1.89932
H  5.47210  1.31791  3.07453
H  5.53842  1.02398  4.80131
C  -2.38991  -3.02077  -2.85233
O  -2.17622  -1.88004  -2.49365
N  -2.10946  -4.16470  -2.23054
N  -2.68958  -3.21804  -4.10533
H  -2.38836  -5.05928  -2.60743
H  -1.85356  -4.01733  -1.26467
H  -2.90042  -2.54742  -4.83053
H  -2.82802  -4.18741  -4.35285
C  -3.34519  -2.78829  1.44242
O  -2.77149  -3.17519  2.45700
N  -2.87087  -2.04936  0.49869
N  -4.56843  -3.15268  1.17276
H  -1.93555  -1.68831  0.62080
H  -3.37673  -1.91869  -0.36568
H  -4.93103  -3.60324  2.00078
H  -5.06253  -3.25375  0.29769
C  -2.11090  -0.02075  -5.39718
O  -3.16426  -0.60706  -5.56296
N  -1.53186  0.12740  -4.22282
N  -1.51392  0.63607  -6.33151
H  -0.75466  0.76807  -4.14792
H  -1.90140  -0.36512  -3.42222
H  -1.84770  0.47512  -7.27108
H  -0.61261  1.06965  -6.19101
C  1.95871  3.70537  -1.77171
O  1.70465  3.44303  -0.62662
N  1.09122  3.63785  -2.71431
N  3.08537  4.35698  -2.18554
H  0.12780  3.51730  -2.43612
H  1.31094  4.14138  -3.56182
H  3.68749  4.81146  -1.51397
H  3.24321  4.48611  -3.17474
C  1.29148  -4.16116  -0.61148
O  0.37918  -5.01979  -0.49985
N  2.10204  -4.23754  -1.62193
N  1.56918  -3.22348  0.08517
H  1.95075  -4.86251  -2.40080
H  2.88319  -3.60176  -1.54661
H  1.15106  -3.09893  0.99608
H  2.21186  -2.49817  -0.19940
C  0.84388  -2.51603  3.61884
O  1.70873  -3.35851  3.36734
N  0.03829  -2.58671  4.62234
N  0.65021  -1.45072  2.97955
H  0.26472  -3.26348  5.33705
H  -0.81842  -2.06453  4.73841
H  1.24210  -1.24989  2.18618
H  0.03871  -0.77362  3.41281
C  -4.20798  1.31630  2.82714
O  -4.70133  1.33570  3.93361
N  -3.22107  0.49706  2.56983
N  -4.53155  2.10473  1.83840
H  -3.05962  -0.06787  3.39134
H  -2.60646  0.34728  1.78248
H  -5.18502  2.85928  1.99244
H  -3.97976  2.00515  0.99834
C  -0.44382  1.89250  4.34359
O  -0.00191  1.33156  3.35110
N  0.31678  2.45183  5.20766
N  -1.71269  1.95816  4.69811
H  1.27573  2.21830  4.99325
H  -0.04582  3.12703  5.86547
H  -1.89065  2.47060  5.55007
H  -2.39753  1.34361  4.28167

Results
Molar mass, g/mol: 780.728
HOMO-LUMO gap, eV: 7.684
Relative energy (zero: lowest compared OMol25 entry of this formula, charge and spin), eV: 9.637
LUMO, eV: -0.800
HOMO level, eV: -8.483

Here are the Mulliken charges for atoms 1 to 6, given in e:
1. C 0.706
2. O -0.754
3. N -0.217
4. N -0.347
5. H 0.116
6. H 0.153

***

2.
Molecular formula: C13H52O13
Method: DFT, ωB97M-V/def2-TZVPD

Atoms and positions in Å:
C  -3.99846  4.37679  3.86170
O  -5.32319  3.92956  4.23746
H  -4.03147  5.42329  3.55865
H  -3.28041  4.13591  4.64558
H  -3.66872  3.80814  2.99222
H  -5.82206  4.59927  4.71096
C  -1.62261  -0.29352  5.98087
O  -0.59588  -0.18391  6.95938
H  -2.62774  -0.28117  6.40237
H  -1.57984  0.52583  5.26328
H  -1.52059  -1.22459  5.42338
H  -0.85144  0.57323  7.49138
C  -2.09934  0.84284  -5.55896
O  -2.06008  -0.49561  -5.89131
H  -2.72926  1.40875  -6.24527
H  -2.49310  1.01735  -4.55766
H  -1.09638  1.24473  -5.70270
H  -2.05704  -0.55059  -6.84973
C  6.70789  2.21153  0.60320
O  6.54476  0.81508  0.68603
H  6.98587  2.50987  1.61406
H  7.50993  2.48125  -0.08388
H  5.71921  2.59135  0.34563
H  6.48015  0.51231  1.59474
C  -1.86597  5.22300  -1.82075
O  -0.62127  4.60377  -1.55759
H  -2.15674  5.27690  -2.86987
H  -2.54585  4.64438  -1.19540
H  -1.77896  6.24977  -1.46542
H  0.06737  4.99417  -2.10069
C  3.67228  3.94654  -4.38643
O  2.92679  5.12299  -4.10454
H  3.02558  3.07276  -4.30660
H  4.07715  4.03662  -5.39444
H  4.54825  3.89350  -3.73991
H  3.33227  5.88825  -4.51872
C  -4.43019  -4.26325  -2.96467
O  -4.95243  -3.26535  -3.79894
H  -4.05567  -5.03423  -3.63802
H  -3.65436  -3.81398  -2.34472
H  -5.20830  -4.83112  -2.45458
H  -4.25771  -2.85067  -4.31567
C  0.17704  -5.43080  -5.80078
O  0.25548  -4.40838  -4.80481
H  0.81558  -6.28292  -5.56792
H  -0.83838  -5.81021  -5.91513
H  0.56066  -5.03552  -6.74136
H  -0.25496  -3.67423  -5.15418
C  2.57605  2.78795  4.37761
O  2.77073  2.00847  5.54890
H  2.53428  2.17759  3.47550
H  1.66499  3.35265  4.57552
H  3.39749  3.50118  4.30949
H  1.98109  1.50070  5.74953
C  0.63900  -0.28532  -0.14970
O  -0.15773  0.56444  0.60447
H  1.48725  0.26298  -0.55950
H  1.01197  -1.05653  0.52426
H  0.15578  -0.70619  -1.03144
H  -0.08480  1.38104  0.10501
C  -4.68831  -1.04348  1.08152
O  -3.64066  -1.80583  1.55770
H  -4.44973  -0.48510  0.17631
H  -5.59803  -1.61212  0.88878
H  -4.83217  -0.28488  1.85089
H  -2.87351  -1.26557  1.35474
C  4.77873  -2.24824  4.87580
O  5.45296  -1.01989  4.65645
H  5.36935  -3.09825  4.53414
H  4.49464  -2.41578  5.91471
H  3.90915  -2.26269  4.21876
H  4.90535  -0.40350  5.14816
C  -0.20124  -6.88569  -0.54610
O  0.76034  -5.83018  -0.67497
H  -0.36640  -7.18133  0.48997
H  -1.19217  -6.61321  -0.90931
H  0.19713  -7.74331  -1.08821
H  0.67061  -5.51976  -1.57896

Results
Molar mass, g/mol: 416.546
HOMO-LUMO gap, eV: 10.051
Relative energy (zero: lowest compared OMol25 entry of this formula, charge and spin), eV: 4.026
LUMO, eV: 0.150
HOMO level, eV: -9.901

Here are the Mulliken charges for atoms 1 to 6, given in e:
1. C -0.409
2. O -0.519
3. H 0.255
4. H 0.210
5. H 0.163
6. H 0.299

***

3.
Molecular formula: C13H65IN2O27
Method: DFT, ωB97M-V/def2-TZVPD

Atoms and positions in Å:
C  2.10201  -0.30549  3.63025
C  3.05534  -1.15324  2.80204
N  3.86451  -0.32331  1.90438
C  3.56373  -0.38170  0.51910
I  4.15410  -2.32112  -0.34854
C  4.41631  0.66165  -0.19495
O  3.88637  1.94132  0.10118
N  4.87999  2.79742  0.56842
O  4.40208  3.77806  0.97304
O  2.19571  -0.11355  0.41495
C  1.44492  -0.77483  -0.54830
O  1.50596  -0.41887  -1.69504
C  0.52619  -1.83753  -0.05459
C  -0.91780  -1.31264  0.08343
C  -1.55405  -1.98864  1.30030
C  -2.91268  -1.42214  1.70906
C  -3.92922  -1.11949  0.59537
C  -4.25811  0.37107  0.50393
O  -5.46562  0.60687  1.26695
C  -5.91585  1.86518  1.25388
C  -7.30355  2.01864  1.78432
O  -5.27134  2.80262  0.84998
H  2.62226  0.17380  4.45055
H  1.33817  -0.95002  4.06552
H  1.58210  0.41952  3.01231
H  3.72617  -1.69175  3.46886
H  2.48500  -1.91356  2.27317
H  4.85257  -0.45291  2.06390
H  4.46457  0.47011  -1.26306
H  5.43115  0.57437  0.18824
H  0.59311  -2.67260  -0.74503
H  0.86419  -2.16443  0.92456
H  -1.44628  -1.63654  -0.80471
H  -0.97449  -0.22627  0.15509
H  -0.86769  -1.85826  2.13687
H  -1.60270  -3.05487  1.09425
H  -2.74599  -0.54912  2.33164
H  -3.36050  -2.15839  2.36899
H  -3.63181  -1.50558  -0.37098
H  -4.86259  -1.61012  0.86508
H  -3.43981  0.95156  0.91433
H  -4.45481  0.66744  -0.52344
H  -7.87007  2.66120  1.11822
H  -7.28390  2.50380  2.75666
H  -7.83040  1.07499  1.88670
O  -2.57398  -3.38383  -1.48170
H  -2.75392  -3.11399  -2.39244
H  -3.03989  -4.21999  -1.38145
O  3.08997  2.48099  4.29988
H  3.22770  2.14613  3.40494
H  3.38983  3.40166  4.27562
O  0.15284  2.34775  4.71906
H  0.06163  2.05803  5.63149
H  1.11491  2.39828  4.58157
O  -2.28684  -4.00794  3.52777
H  -1.85992  -4.85013  3.71453
H  -2.11215  -3.46940  4.30674
O  0.69920  4.94762  3.13240
H  0.59864  5.01574  2.17741
H  0.14763  4.19945  3.39302
O  2.02708  -3.01935  -3.65932
H  1.27845  -3.21506  -4.23731
H  1.78198  -2.19881  -3.21016
O  3.42208  5.27314  4.70482
H  2.60158  5.23437  4.19879
H  3.52176  6.19961  4.93902
O  4.06867  -4.01355  -5.69470
H  3.97344  -4.78715  -5.12231
H  3.75994  -3.29896  -5.12184
O  -4.09399  -0.03799  4.25027
H  -3.93376  0.65788  4.90010
H  -4.84029  0.27385  3.72630
O  3.06225  6.53421  1.04509
H  3.47644  5.66502  1.03888
H  3.70418  7.10674  1.47506
O  0.70424  -2.39889  -6.37684
H  1.52131  -2.48159  -6.88178
H  0.11108  -1.91625  -6.95959
O  -8.28851  3.80729  -1.36415
H  -8.09108  4.69547  -1.69255
H  -7.42493  3.41695  -1.19103
O  2.53388  -5.01995  2.15790
H  2.34921  -5.66224  1.46603
H  3.20937  -4.44506  1.78152
O  -8.40588  6.37970  -2.87251
H  -9.28975  6.61627  -3.17118
H  -8.03070  5.87752  -3.60423
O  3.31316  -0.96201  -6.91902
H  3.84597  -1.74670  -6.73594
H  3.29474  -0.48157  -6.08494
O  -3.56934  -1.48864  -3.89554
H  -3.56810  -1.67060  -4.84078
H  -3.12437  -0.63847  -3.81210
O  -2.94819  2.79354  5.50051
H  -2.04036  2.93971  5.20944
H  -3.48195  3.04213  4.73806
O  3.95397  -5.83754  -3.45935
H  3.86209  -6.58234  -2.85804
H  3.68175  -5.06208  -2.95253
O  0.35669  2.67915  -1.17768
H  0.57470  1.74732  -1.28886
H  1.16300  3.06494  -0.81962
O  6.46820  -3.97189  -2.04013
H  6.27146  -4.60929  -2.73779
H  7.14086  -3.39775  -2.41936
O  3.88923  -0.26750  -10.16055
H  3.58104  -0.40796  -9.25701
H  4.71453  -0.75868  -10.20885

Results
Molar mass, g/mol: 808.554
HOMO-LUMO gap, eV: 9.132
LUMO, eV: -0.547
HOMO level, eV: -9.679

Here are the Mulliken charges for atoms 1 to 6, given in e:
1. C -1.390
2. C 0.234
3. N -0.076
4. C 0.152
5. I 0.041
6. C -0.930

***

Look up the molar mass of the second one.
416.546 g/mol

***

Which of these has the lowest HOMO-LUMO gap?
C13H52N26O13

***

The lowest molar mass belongs to which entry?
C13H52O13

***

HOMO-LUMO gap of number 2 (C13H52O13)?
10.051 eV